(1)
An isolated molecule of H3OPS. Source: OMol25; level of theory: ωB97M-V/def2-TZVPD.

Properties
- SMILES string: OPS
- Relative energy (zero: lowest compared OMol25 entry of this formula, charge and spin): 0.390 eV
- Net charge: 0
- E_HOMO: -9.3 eV

Each line ends with the natural charge from an NBO analysis.
Atoms and positions in Å:
1 O -0.09550 -0.25244 -1.21970  -1.0328
2 P 0.76250 -0.38113 0.15550  0.7509
3 S 0.44618 1.50318 1.04576  -0.2950
4 H 0.09900 -0.92350 -1.99088  0.5181
5 H -0.36839 -1.16555 0.96733  -0.0849
6 H -0.84379 1.21944 1.04199  0.1438

***

(2)
An isolated molecule of C3H7F2O2P. Source: OMol25; level of theory: ωB97M-V/def2-TZVPD.

Properties
- SMILES string: C[C@H](O)OPC(F)F
- Relative energy (zero: lowest compared OMol25 entry of this formula, charge and spin): 4.495 eV
- Net charge: 0
- E_HOMO: -9.0 eV

Each line ends with the natural charge from an NBO analysis.
Atoms and positions in Å:
1 C 1.61008 -0.56530 -0.68771  -0.6666
2 C 1.22559 0.04057 0.65123  0.3913
3 O 0.65745 -1.01377 1.29347  -0.6910
4 O 0.30989 1.18633 0.39549  -0.8493
5 P -0.75094 1.29387 -0.81869  0.7962
6 C -2.09491 -0.02315 -0.26395  0.3001
7 F -1.87283 -1.09932 -1.06088  -0.3555
8 F -1.91745 -0.30342 1.04557  -0.3471
9 H 2.15483 0.15372 -1.32164  0.2224
10 H 1.97377 -1.48645 -0.45767  0.2286
11 H 0.76935 -0.68144 -1.43052  0.2316
12 H 2.11046 0.55660 1.20060  0.1678
13 H 0.50318 -0.89473 2.16917  0.4790
14 H -1.43514 2.57462 -0.30819  -0.0464
15 H -3.24334 0.26188 -0.40627  0.1389

***

(3)
A cluster of 5 separate species, C26H33BN3O2 in total. Source: OMol25; level of theory: ωB97M-V/def2-TZVPD.

Properties
- Net charge: +1
- E_HOMO: -10.9 eV

Each line ends with the natural charge from an NBO analysis.
Atoms and positions in Å:
1 C -1.08920 0.78024 -1.04622  -1.0585
2 B -1.25779 2.43858 -1.04653  1.1053
3 O -0.04517 3.32603 -1.06033  -0.8586
4 N -2.60137 3.15640 -0.98808  -0.4172
5 O -2.87488 3.83163 -2.11935  -0.5330
6 C -3.73902 2.16576 -0.71686  0.7486
7 N -4.40580 1.55639 -1.93037  -0.7468
8 N -4.07932 1.96035 0.59736  -0.8265
9 H -1.61086 0.25425 -1.95228  0.2466
10 H -1.52954 0.28241 -0.05973  0.2576
11 H 0.06756 0.49796 -1.07891  0.2994
12 H -0.39048 4.27013 -0.90235  0.4981
13 H -3.38155 4.68709 -1.88364  0.4955
14 H -3.74015 1.04930 -2.55383  0.4390
15 H -5.25152 0.99234 -1.69393  0.4238
16 H -4.03176 1.05889 1.12197  0.4658
17 H -4.36631 2.82020 1.14911  0.4571
18 C -0.70371 -1.85051 3.10638  -0.2098
19 C -0.13315 -3.11249 2.94322  -0.2223
20 C 1.11665 -3.24067 2.33792  -0.1994
21 C 1.80092 -2.10477 1.90430  -0.2299
22 C 1.23196 -0.84247 2.07091  -0.1689
23 C -0.02200 -0.71509 2.66781  -0.2591
24 H -1.67927 -1.75130 3.57508  0.2094
25 H -0.66336 -3.99698 3.28735  0.2211
26 H 1.55797 -4.22467 2.20486  0.2280
27 H 2.77708 -2.20406 1.43700  0.2238
28 H 1.76608 0.04276 1.73440  0.2111
29 H -0.46738 0.26801 2.79245  0.2007
30 C -0.99131 -4.90586 -1.28611  -0.2089
31 C -0.93551 -6.06338 -2.06187  -0.2145
32 C -0.89096 -7.31434 -1.44712  -0.2080
33 C -0.91221 -7.40817 -0.05527  -0.2095
34 C -0.97181 -6.25073 0.72040  -0.2084
35 C -1.00697 -4.99937 0.10573  -0.2300
36 H -1.02257 -3.93096 -1.76553  0.2014
37 H -0.92590 -5.99044 -3.14652  0.2151
38 H -0.84070 -8.21579 -2.05175  0.2196
39 H -0.88244 -8.38317 0.42391  0.2190
40 H -0.99001 -6.32411 1.80503  0.2096
41 H -1.04782 -4.09767 0.71042  0.2141
42 C 4.64660 0.87952 4.88928  -0.2091
43 C 5.12517 2.06353 5.44952  -0.2059
44 C 4.32950 3.20883 5.44658  -0.2095
45 C 3.05011 3.16733 4.89163  -0.2183
46 C 2.57015 1.98225 4.33475  -0.2122
47 C 3.36944 0.83943 4.32938  -0.2223
48 H 5.26831 -0.01195 4.88870  0.2168
49 H 6.11946 2.09394 5.88809  0.2187
50 H 4.70525 4.13302 5.87717  0.2176
51 H 2.42802 4.05846 4.89363  0.2101
52 H 1.57248 1.94966 3.90378  0.1977
53 H 2.99730 -0.08215 3.89052  0.2149
54 C 0.94758 3.11445 -4.17264  -0.1530
55 C 1.61131 2.88888 -5.37819  -0.2296
56 C 0.91190 2.95351 -6.58296  -0.2008
57 C -0.45058 3.25377 -6.58274  -0.2136
58 C -1.11347 3.48304 -5.37738  -0.2103
59 C -0.41599 3.40924 -4.17196  -0.2645
60 H 1.49227 3.06062 -3.23368  0.2104
61 H 2.67445 2.66169 -5.37874  0.2204
62 H 1.42791 2.77108 -7.52166  0.2223
63 H -0.99475 3.30901 -7.52186  0.2197
64 H -2.17490 3.71864 -5.37750  0.2056
65 H -0.93393 3.58248 -3.23275  0.1951

***

(4)
A structure of composition C12H18CaF9N2O12. Source: OMol25; level of theory: ωB97M-V/def2-TZVPD.

Properties
- Relative energy (zero: lowest compared OMol25 entry of this formula, charge and spin): 0.000 eV
- Net charge: -3
- E_HOMO: 0.5 eV

Each line ends with the natural charge from an NBO analysis.
Atoms and positions in Å:
1 Ca -1.09920 -0.25359 0.94356  1.8258
2 N -2.63700 1.99216 2.63783  0.7303
3 O -2.66340 1.89151 1.43776  -0.5675
4 O -3.02253 3.02844 3.18609  -0.5976
5 O -2.25438 0.98647 3.18445  -0.5304
6 N -0.00086 -2.45758 3.51523  0.7427
7 O -0.74504 -1.85966 2.73384  -0.6006
8 O -0.14004 -2.45814 4.69123  -0.5285
9 O 0.85662 -3.17866 3.06463  -0.5828
10 C 2.11120 0.65488 2.34146  0.3060
11 O 2.62694 1.97022 2.64395  -0.5704
12 O 0.74409 0.95243 1.98764  -0.9187
13 C 3.08441 -0.23022 1.47956  0.9176
14 F 3.30159 0.44747 0.30652  -0.3553
15 F 4.20883 -0.64139 2.04503  -0.3397
16 F 2.49822 -1.39577 1.10744  -0.3356
17 C 3.59900 2.35654 3.64351  -0.0426
18 C 4.15245 3.79316 3.48977  -0.6254
19 H 3.41091 4.57980 3.35041  0.2144
20 H 4.91884 3.95727 4.24729  0.1835
21 H 4.73585 3.72025 2.57193  0.1985
22 H 4.47038 1.72290 3.47830  0.1396
23 H 3.28325 2.10249 4.65538  0.1523
24 H 2.10992 0.05011 3.24829  0.1110
25 C -0.84625 0.59837 -2.62016  0.3047
26 O -0.47395 1.87179 -3.10661  -0.5317
27 O -1.04687 0.72920 -1.19831  -0.9411
28 C -1.98049 -0.07592 -3.50787  0.9310
29 F -1.50358 -0.50819 -4.78104  -0.3916
30 F -2.45146 -1.23373 -2.91626  -0.3251
31 F -3.05558 0.74740 -3.75426  -0.3396
32 C 0.13375 1.93871 -4.39629  -0.0608
33 C 0.67585 3.37080 -4.76218  -0.6178
34 H 1.54033 3.67655 -4.17287  0.2057
35 H 1.01069 3.41307 -5.79862  0.1785
36 H -0.06105 4.17071 -4.83441  0.1991
37 H -0.50701 1.55333 -5.18940  0.1586
38 H 0.99510 1.27844 -4.49744  0.1462
39 H 0.06064 0.00020 -2.70875  0.1168
40 C -3.13882 -2.37715 0.21710  0.3305
41 O -1.78005 -2.19486 -0.22427  -0.6120
42 O -3.36615 -1.34982 1.14483  -0.8999
43 C -4.22315 -2.66284 -0.99073  0.9066
44 F -4.50108 -1.54493 -1.59515  -0.3207
45 F -3.77825 -3.56384 -1.87112  -0.3597
46 F -5.35928 -3.11161 -0.52672  -0.3443
47 C -1.01657 -3.36272 -0.60948  -0.0545
48 C 0.42246 -3.03661 -0.63368  -0.6580
49 H 0.65601 -2.11911 -1.17382  0.2135
50 H 0.67312 -2.85204 0.41093  0.2587
51 H 1.08518 -3.75494 -1.11629  0.1890
52 H -1.33783 -3.79321 -1.55794  0.1502
53 H -1.19922 -4.18081 0.08728  0.1629
54 H -3.17651 -3.35735 0.69240  0.0784

***

(5)
An isolated molecule of C3H4O3. Source: OMol25; level of theory: ωB97M-V/def2-TZVPD.

Properties
- Relative energy (zero: lowest compared OMol25 entry of this formula, charge and spin): 3.320 eV
- Net charge: 0
- E_HOMO: -10.0 eV

Each line ends with the natural charge from an NBO analysis.
Atoms and positions in Å:
1 O -0.90985 1.39298 0.77085  -0.4407
2 C -0.17218 0.41551 0.22161  0.6807
3 C -1.57480 0.20611 0.06362  -0.1727
4 O 0.58174 -0.58071 0.85324  -0.5123
5 C 1.43151 -0.46989 -0.27729  0.2286
6 O 0.77694 0.70375 -0.74713  -0.5006
7 H -2.02373 0.23961 -0.93000  0.2031
8 H -2.02303 -0.45348 0.79773  0.2010
9 H 1.31759 -1.28322 -1.00718  0.1498
10 H 2.45837 -0.30680 0.03352  0.1631

***

(6)
An isolated molecule of C3H7NOS. Source: OMol25; level of theory: ωB97M-V/def2-TZVPD.

Properties
- SMILES string: CO/C=N\SC
- Relative energy (zero: lowest compared OMol25 entry of this formula, charge and spin): 1.976 eV
- Net charge: 0
- E_HOMO: -8.1 eV

Each line ends with the natural charge from an NBO analysis.
Atoms and positions in Å:
1 C 2.02482 -1.03186 -0.03298  -0.2684
2 O 2.07003 0.35332 0.15491  -0.5023
3 C 1.01123 1.14926 -0.01876  0.4081
4 N -0.24159 0.94615 -0.17252  -0.6685
5 S -0.97277 -0.58134 -0.02785  0.3432
6 C -2.66452 0.06326 0.09381  -0.7372
7 H 1.63050 -1.31788 -1.04059  0.1910
8 H 3.09151 -1.30929 0.08995  0.2031
9 H 1.41124 -1.45898 0.73376  0.1933
10 H 1.34395 2.19883 0.03606  0.1706
11 H -2.87166 0.39684 1.09117  0.2119
12 H -3.39049 -0.66330 -0.20823  0.2223
13 H -2.74888 0.92176 -0.54052  0.2329

***

(7)
The ion C4H12N3 with charge +1. Source: OMol25; level of theory: ωB97M-V/def2-TZVPD.

Properties
- SMILES string: N/C=C(\[NH3+])CCN
- Relative energy (zero: lowest compared OMol25 entry of this formula, charge and spin): 2.160 eV
- Net charge: +1
- E_HOMO: -13.9 eV

Each line ends with the natural charge from an NBO analysis.
Atoms and positions in Å:
1 N -2.44570 -1.56814 0.07177  -0.8904
2 C -1.93581 -0.28121 -0.28855  0.0171
3 C -0.68582 -0.03180 0.07034  0.0986
4 N 0.06161 -0.93724 0.95690  -0.7172
5 C 0.11994 1.17347 -0.39882  -0.4740
6 C 1.54501 1.26183 0.11916  -0.2218
7 N 2.38765 0.17510 -0.41930  -0.8707
8 H -2.34816 -2.24024 -0.68237  0.3896
9 H -3.41941 -1.58371 0.33378  0.3961
10 H -2.57342 0.25227 -0.97764  0.2304
11 H -0.08832 -1.91984 0.71754  0.4635
12 H 1.08137 -0.78915 0.87360  0.4771
13 H -0.31965 -0.65397 1.86315  0.4578
14 H -0.32139 2.10203 -0.03323  0.2574
15 H 0.09359 1.28385 -1.49452  0.2416
16 H 2.03596 2.23370 0.10344  0.2333
17 H 1.44279 1.05313 1.20737  0.1538
18 H 3.30787 0.53529 -0.66695  0.3948
19 H 2.06189 -0.06537 -1.35567  0.3629

***

(8)
A structure of composition C2H2FOSm. Source: OMol25; level of theory: ωB97M-V/def2-TZVPD.

Properties
- Multiplicity: 7
- Relative energy (zero: lowest compared OMol25 entry of this formula, charge and spin): 3.512 eV
- Net charge: +1
- ⟨S²⟩: 12.018
- E_HOMO (spin up / spin down): -10.9 / -11.1 eV

Each line ends with the Löwdin spin population.
Atoms and positions in Å:
1 C 0.46375 -0.49838 -0.63088  -0.0446
2 C 1.75302 -0.85911 -0.20829  -0.0047
3 F 0.37574 -0.13849 -1.94504  -0.0086
4 O 0.80305 0.58748 0.17898  -0.0227
5 H 2.58808 -0.74760 -0.90027  -0.0006
6 H 1.88966 -1.43351 0.70854  0.0002
7 Sm -1.31109 0.53501 1.39832  6.0809

***

| no. | total energy (eV) |
| --- | --- |
| 1 | -22219.948 |
| 2 | -22041.591 |
| 3 | -36730.155 |
| 4 | -83174.794 |
| 5 | -9315.380 |
| 6 | -17595.954 |
| 7 | -8805.574 |
| 8 | -24764.019 |